Entry 1:
DFT (ωB97M-V with the def2-TZVPD basis set) results for a cluster of 2 separate species, C6H12O4 in total.

Its SMILES is CCO[C@H]1CCC(=O)O1.O. As for the HOMO-LUMO gap: 11.06 eV. The multiplicity is 1. The HOMO energy is -10.2560 eV. The calculation puts the energy above the lowest of the compared OMol25 structures with the same formula, charge and spin at 15.86 kcal/mol. Its energy is -14606.5245 eV.

Element x y z (Å)
1 C -0.16728 2.65188 1.17195
2 C 0.69037 1.41729 1.02096
3 O -0.16179 0.29162 0.81636
4 C 0.47098 -0.88357 0.45461
5 C -0.36334 -2.06663 0.94924
6 C -1.24677 -2.40296 -0.24968
7 C -0.49310 -1.84790 -1.43645
8 O -0.90362 -1.68399 -2.56518
9 O 0.56893 -1.15178 -1.00870
10 H -0.69672 2.88730 0.23922
11 H -0.91240 2.51151 1.96692
12 H 0.46840 3.50692 1.43644
13 H 1.36488 1.49529 0.15455
14 H 1.29483 1.26051 1.92992
15 H 1.50995 -0.88437 0.81355
16 H 0.30144 -2.90004 1.20393
17 H -0.92884 -1.80065 1.84821
18 H -1.42990 -3.47238 -0.39783
19 H -2.21957 -1.89214 -0.19283
20 O 0.90290 2.01626 -2.53459
21 H 1.73542 1.58198 -2.73816
22 H 0.21525 1.36586 -2.88244

Force components x, y, z for each atom (eV/Å):
C -0.14 0.17 -0.05
C 0.41 0.13 -0.34
O -0.13 -0.44 -0.60
C 0.26 -0.79 0.14
C 0.06 -0.26 0.16
C -0.14 -0.65 0.10
C -1.74 2.17 -0.77
O 0.61 -1.18 0.65
O 0.78 0.92 1.23
H 0.19 -0.11 0.22
H 0.22 0.02 -0.16
H -0.17 -0.18 -0.07
H -0.15 0.19 0.24
H -0.13 -0.08 -0.18
H -0.23 -0.02 -0.20
H -0.12 0.13 -0.12
H 0.15 0.01 -0.25
H -0.04 0.20 0.15
H 0.33 -0.16 -0.20
O -1.43 -1.22 -0.66
H 0.08 -0.06 -0.02
H 1.33 1.21 0.75



Entry 2:
DFT (ωB97M-V with the def2-TZVPD basis set) results for a structure of composition C56H47FKN6O5S2Se.

As for the HOMO-LUMO gap: 3.82 eV. The multiplicity is 1. The HOMO energy is -7.2430 eV. The calculation puts the energy above the lowest of the compared OMol25 structures with the same formula, charge and spin at 109.14 kcal/mol. Its energy is -184059.9629 eV. Its net charge is +1.

Element x y z (Å)
1 K -18.66608 -17.68581 -2.28821
2 F -22.66146 -22.53874 -5.96842
3 C -21.28222 -22.70213 -5.82947
4 C -20.60856 -21.97712 -4.84281
5 C -19.18722 -21.93974 -4.83614
6 C -18.50724 -21.03919 -4.01343
7 O -19.15506 -20.28646 -3.21544
8 C -17.11302 -21.02496 -4.01161
9 C -16.49212 -21.80989 -4.92473
10 N -17.15247 -22.65324 -5.84402
11 C -16.32337 -23.32972 -6.83638
12 C -16.51805 -22.96826 -8.36185
13 C -15.29164 -22.53770 -7.59730
14 C -18.50282 -22.82311 -5.73955
15 C -19.18688 -23.71316 -6.55502
16 C -20.59449 -23.73255 -6.54985
17 N -21.42427 -24.64529 -7.24568
18 C -22.60905 -25.12036 -6.48166
19 C -23.05256 -26.58260 -6.79252
20 N -22.91751 -26.80417 -8.30016
21 C -21.50016 -26.70105 -8.83600
22 C -21.06230 -25.26547 -8.54932
23 C -16.41628 -20.18475 -3.00135
24 O -15.74102 -20.96210 -2.12001
25 O -16.45046 -18.93465 -3.06547
26 H -21.17416 -21.25943 -4.23225
27 H -15.40890 -21.79938 -4.90112
28 H -16.14541 -24.44560 -6.84318
29 H -17.23297 -22.17073 -8.60259
30 H -16.45188 -23.83585 -9.04456
31 H -15.29298 -21.49788 -7.44061
32 H -14.35753 -23.04404 -7.84773
33 H -18.58092 -24.31522 -7.30001
34 H -23.45406 -24.42181 -6.72550
35 H -22.39000 -25.07069 -5.29407
36 H -24.05339 -26.96039 -6.56957
37 H -22.34242 -27.30248 -6.28698
38 H -23.48856 -26.24362 -8.90635
39 H -23.18459 -27.76899 -8.58401
40 H -21.51904 -26.94852 -9.88810
41 H -20.91875 -27.47371 -8.30047
42 H -21.42857 -24.53626 -9.29427
43 H -19.93868 -25.27750 -8.61574
44 C -22.09867 -20.38839 -10.18253
45 C -21.64780 -19.52785 -8.95617
46 C -20.69700 -19.95292 -8.09821
47 C -20.16273 -19.11312 -7.16450
48 C -20.60536 -17.83190 -7.10550
49 C -21.50444 -17.30349 -8.07186
50 C -22.09613 -18.23256 -8.91779
51 S -20.03565 -16.90244 -5.72519
52 O -18.92024 -17.71203 -5.08617
53 C -19.31265 -15.45200 -6.79090
54 C -18.19691 -15.63248 -7.54076
55 C -17.81893 -14.63763 -8.41378
56 C -18.61347 -13.51299 -8.67104
57 C -18.19115 -12.53408 -9.61338
58 C -19.02016 -11.44441 -9.87218
59 C -20.23513 -11.35286 -9.18383
60 C -20.56846 -12.24431 -8.22335
61 C -19.80402 -13.40247 -7.97731
62 C -20.13638 -14.32237 -6.93515
63 C -21.07280 -13.99558 -5.85335
64 C -22.42578 -13.65745 -6.18824
65 C -22.93310 -13.68736 -7.56180
66 C -24.20046 -13.18407 -7.80412
67 C -25.10706 -12.80412 -6.74559
68 C -24.65927 -12.98439 -5.46393
69 C -23.30917 -13.32020 -5.17238
70 C -22.92849 -13.51403 -3.82506
71 C -21.68474 -14.00858 -3.54176
72 C -20.72206 -14.15774 -4.52406
73 S -18.96703 -14.30589 -3.86772
74 O -19.23302 -14.95806 -2.52449
75 C -18.64617 -12.58119 -3.37700
76 C -17.99818 -12.34500 -2.13828
77 C -17.45341 -11.08800 -1.92260
78 C -17.59390 -10.01148 -2.80790
79 C -17.08437 -8.61916 -2.48574
80 C -18.30804 -10.31514 -4.00262
81 C -18.77226 -11.56436 -4.29402
82 H -23.16214 -20.23012 -10.30638
83 H -21.84017 -21.43046 -10.07010
84 H -21.58050 -20.03516 -11.14293
85 H -20.22801 -20.97474 -8.35832
86 H -19.49972 -19.37782 -6.31181
87 H -21.68792 -16.22756 -8.06842
88 H -22.74759 -17.89898 -9.70825
89 H -17.63737 -16.59862 -7.51341
90 H -16.80861 -14.75943 -8.86081
91 H -17.26599 -12.70006 -10.10562
92 H -18.80712 -10.79780 -10.72712
93 H -20.81233 -10.47001 -9.27151
94 H -21.40020 -12.00768 -7.62937
95 H -22.35073 -14.09450 -8.40323
96 H -24.61275 -13.19212 -8.80211
97 H -26.03804 -12.35656 -7.00454
98 H -25.30782 -12.83947 -4.58045
99 H -23.68680 -13.41520 -2.98833
100 H -21.48124 -14.31028 -2.51040
101 H -17.88227 -13.12822 -1.34659
102 H -16.85142 -11.03287 -0.99783
103 H -16.05649 -8.51945 -2.83441
104 H -17.05392 -8.49465 -1.34544
105 H -17.67259 -7.81057 -2.96402
106 H -18.50621 -9.48923 -4.68025
107 H -19.29324 -11.72596 -5.26227
108 Se -15.97072 -20.38711 -0.12877
109 N -14.32444 -19.49894 -0.03149
110 C -14.67259 -18.22748 -0.03423
111 C -13.65651 -17.16586 -0.05356
112 C -14.11118 -15.88476 -0.43652
113 C -15.42198 -15.74590 -0.90274
114 N -16.36200 -16.65430 -0.79392
115 C -16.11520 -17.85961 -0.36767
116 N -16.96296 -18.87201 -0.12726
117 H -12.77372 -17.30578 0.57959
118 H -13.45100 -15.03665 -0.46973
119 H -15.63186 -14.78281 -1.31546

Force components x, y, z for each atom (eV/Å):
K 0.25 -0.03 0.10
F 1.67 -0.22 0.13
C 0.52 -0.39 1.33
C -0.26 0.52 -1.33
C -1.96 -2.84 -2.21
C -2.04 3.10 3.62
O 0.68 -1.14 -1.30
C 0.83 -0.79 -1.33
C -0.10 -0.19 0.15
N 2.27 0.19 0.59
C -0.52 -0.57 -2.01
C -0.19 -0.28 0.92
C -0.37 -1.68 -0.57
C -0.38 1.62 0.52
C -0.47 -1.04 -1.34
C -0.41 0.76 -0.29
N -0.16 -2.04 0.46
C -0.80 0.47 1.37
C 1.72 -0.40 -0.36
N 0.84 -2.52 -0.75
C -0.28 0.73 1.75
C 1.68 1.37 0.44
C 2.35 0.75 1.24
O -1.48 1.47 -3.10
O 0.01 -2.90 0.30
H 0.43 -0.39 -0.18
H -0.04 -0.38 -0.52
H -0.22 1.39 1.09
H 0.30 -0.50 0.04
H -0.10 0.77 0.39
H 0.43 1.06 0.43
H -0.18 0.44 0.30
H -0.98 0.57 1.22
H 0.49 -0.79 0.56
H -0.55 -0.01 -2.87
H -0.02 0.93 0.39
H -0.59 0.64 -0.88
H -0.71 0.98 0.17
H -0.20 0.55 0.77
H 0.03 0.18 -0.25
H -0.19 0.54 -0.14
H 0.10 -0.71 -0.32
H -1.05 0.18 -0.10
C 1.08 1.54 -0.05
C -0.88 -1.21 -2.56
C 1.85 -3.11 -1.01
C 0.60 -0.39 2.24
C -0.66 1.08 -1.28
C 0.25 -0.72 1.18
C 0.39 1.94 -0.14
S 1.65 1.21 0.27
O -0.91 0.92 -0.75
C -2.98 -0.32 1.22
C 1.60 -1.12 -1.27
C 1.71 -1.02 0.02
C 1.36 -0.46 -0.60
C -1.78 0.99 0.31
C 1.12 -1.67 -1.06
C 0.73 0.27 0.44
C 0.42 0.23 -0.14
C -0.96 0.67 1.04
C 1.73 -0.72 0.42
C -0.72 -0.38 -0.30
C 0.39 -0.39 -1.55
C -0.98 0.31 0.74
C 0.06 -0.61 0.60
C 2.16 -0.47 0.03
C -0.81 0.76 0.34
C -1.10 -0.37 0.58
C -0.52 -0.60 0.89
C -0.87 0.22 1.59
C 0.91 1.01 -0.78
S -1.51 0.01 1.48
O 0.55 -0.30 -0.87
C 0.59 -0.66 0.63
C -0.33 -0.89 -0.63
C 0.60 0.05 0.85
C -0.97 -0.81 -0.63
C -0.02 -0.19 1.21
C 0.84 1.90 1.06
C -0.77 -0.44 -1.15
H -0.25 -0.32 -0.21
H -0.13 -0.35 0.19
H -0.68 -0.31 1.39
H -0.78 1.49 1.00
H -0.17 -0.28 -1.06
H -0.30 -0.42 -0.17
H -0.34 0.15 -0.01
H -0.34 1.02 0.28
H -0.95 0.27 -0.07
H 0.64 0.05 -0.48
H 0.12 0.11 0.58
H -0.67 0.66 -0.34
H -0.86 0.11 0.58
H -0.22 0.40 0.65
H 0.20 0.08 -0.22
H -0.71 -0.10 0.06
H 0.26 0.14 -0.70
H 0.99 0.03 -1.23
H 0.36 0.35 -0.34
H -0.19 0.63 -1.11
H -0.47 0.53 -0.47
H 0.08 0.06 -0.02
H -0.16 0.05 -1.69
H 0.19 -0.57 0.40
H 0.07 -0.15 -0.10
H 0.41 0.01 0.72
Se 0.83 3.37 1.67
N -2.24 -1.96 0.78
C 0.21 2.33 -2.11
C -2.45 0.38 1.32
C 0.53 -2.18 0.02
C 0.93 0.09 0.60
N -2.02 1.04 -0.80
C 4.46 -1.25 1.86
N -0.05 -1.65 -0.60
H 0.12 -0.12 -0.95
H 0.18 0.16 0.09
H -0.78 0.44 -0.31



Entry 3:
DFT (ωB97M-V with the def2-TZVPD basis set) results for a structure of composition C49H65N4P3RuS2Si.

As for the HOMO-LUMO gap (alpha / beta): 3.11 / 6.31 eV. The multiplicity is 6. The HOMO energy (alpha / beta) is -0.9945 / -4.2043 eV. The calculation puts the energy above the lowest of the compared OMol25 structures with the same formula, charge and spin at 28.13 kcal/mol. Its energy is -117823.9187 eV. Its net charge is -1.

Element x y z (Å)
1 Ru -0.33986 0.91746 -0.74230
2 C 3.65149 -0.11229 -4.20051
3 C 2.74738 0.81036 -3.38071
4 C 1.92914 1.70864 -4.29782
5 P 1.65867 0.04188 -2.05869
6 C 1.22072 -1.65226 -2.70035
7 C 0.41074 -1.54643 -3.99305
8 C 2.31745 -2.71160 -2.80344
9 C 2.89014 -0.28896 -0.73579
10 C 4.26437 -0.08810 -0.87663
11 C 5.11727 -0.23687 0.20924
12 C 4.59841 -0.59618 1.44454
13 C 3.23436 -0.80814 1.58087
14 C 2.35526 -0.65894 0.50728
15 Si 0.45126 -0.89061 0.70408
16 C 0.17436 -0.61312 2.53500
17 C 0.15425 -1.70014 3.38890
18 C 0.06842 -1.61940 4.78990
19 C 0.06805 -0.32890 5.35966
20 C 0.09818 0.78631 4.57282
21 C 0.11491 0.72795 3.12075
22 P 0.24766 2.25398 2.29082
23 C 1.59969 3.18628 3.16335
24 C 1.76863 4.67914 2.88643
25 C 2.91967 2.45018 2.94786
26 C -1.23401 3.34793 2.59904
27 C -1.71155 3.37784 4.05065
28 C -2.36811 2.89787 1.69064
29 C 0.37944 -2.83594 0.53776
30 C 1.59476 -3.53714 0.63315
31 C 1.67314 -4.91988 0.64904
32 C 0.51327 -5.67605 0.58419
33 C -0.69837 -5.01764 0.47936
34 C -0.78692 -3.62062 0.43980
35 P -2.41113 -2.81368 0.13552
36 C -3.16003 -3.92627 -1.18520
37 C -3.89519 -5.22073 -0.84174
38 C -2.12837 -4.14713 -2.28962
39 C -3.43175 -3.14209 1.66374
40 C -3.29935 -4.47483 2.39972
41 C -3.18875 -2.00981 2.66920
42 H 4.37155 0.48378 -4.77171
43 H 3.07338 -0.69274 -4.92128
44 H 4.21039 -0.81709 -3.58642
45 H 3.39209 1.47673 -2.79993
46 H 1.20691 1.13982 -4.88753
47 H 2.58105 2.24619 -4.99533
48 H 1.37962 2.44077 -3.70843
49 H 0.52966 -1.98031 -1.91869
50 H 1.01509 -1.17076 -4.82153
51 H -0.44834 -0.88236 -3.87214
52 H 0.04164 -2.53355 -4.28537
53 H 2.85111 -2.65791 -3.75402
54 H 1.86304 -3.70450 -2.73388
55 H 3.04565 -2.63159 -1.99493
56 H 4.69238 0.20566 -1.82656
57 H 6.18046 -0.06394 0.08713
58 H 5.25380 -0.70068 2.30247
59 H 2.82429 -1.08702 2.54789
60 H 0.20993 -2.69519 2.95653
61 H 0.05460 -2.51259 5.40134
62 H 0.05066 -0.20633 6.43904
63 H 0.10485 1.74068 5.08117
64 H 1.33255 3.07844 4.21857
65 H 2.16705 4.86305 1.88786
66 H 2.48421 5.09067 3.60587
67 H 0.84183 5.24688 2.99049
68 H 3.21131 2.47186 1.89463
69 H 2.84237 1.40813 3.25037
70 H 3.71302 2.92597 3.53311
71 H -0.92077 4.36057 2.32882
72 H -1.96224 2.37617 4.39841
73 H -2.60708 4.00279 4.12876
74 H -0.96171 3.79251 4.72920
75 H -2.56615 1.84006 1.89192
76 H -2.12448 2.96589 0.63096
77 H -3.27403 3.48195 1.89045
78 H 2.52049 -2.98532 0.70771
79 H 2.64169 -5.40168 0.72591
80 H 0.54917 -6.75910 0.60929
81 H -1.60205 -5.60582 0.41880
82 H -3.91749 -3.26378 -1.60695
83 H -3.22491 -6.00588 -0.48944
84 H -4.39209 -5.60794 -1.73817
85 H -4.66477 -5.06715 -0.08380
86 H -1.39848 -4.90986 -2.01086
87 H -1.57606 -3.22824 -2.49786
88 H -2.61887 -4.46601 -3.21518
89 H -4.45947 -3.04791 1.28369
90 H -2.28084 -4.59935 2.77037
91 H -3.54718 -5.34319 1.79046
92 H -3.96305 -4.47689 3.27085
93 H -2.25304 -2.16553 3.20694
94 H -3.99582 -1.98427 3.40927
95 H -3.12289 -1.03198 2.19355
96 N -0.35519 4.28389 -3.26670
97 C -1.03776 3.12530 -3.47695
98 N -1.47063 2.35410 -2.52180
99 C -2.15768 1.27637 -3.05062
100 C -2.20278 1.21248 -4.40587
101 S -1.42430 2.59370 -5.07789
102 C -2.99574 0.45002 -2.15781
103 C -3.86274 -0.50058 -2.59299
104 S -5.03143 -0.82995 -1.36772
105 C -4.22590 0.31583 -0.34455
106 N -3.18924 0.88944 -0.86370
107 N -4.67131 0.55331 0.92769
108 H -0.00416 4.38568 -2.31976
109 H 0.32141 4.54121 -3.96653
110 H -2.70882 0.49250 -5.02597
111 H -3.94160 -0.93967 -3.57367
112 H -4.30752 1.39272 1.35136
113 H -5.63381 0.35129 1.13063
114 C 0.55004 2.19717 0.57454
115 C 1.09264 3.40663 -0.04043
116 C 0.44394 4.66272 -0.01348
117 C 1.01646 5.80247 -0.56407
118 C 2.24476 5.74300 -1.21067
119 C 2.89764 4.51160 -1.27511
120 C 2.34113 3.38276 -0.70219
121 H -0.53226 4.74155 0.45066
122 H 0.48037 6.74374 -0.50317
123 H 2.68895 6.63205 -1.64121
124 H 3.86574 4.43613 -1.76009
125 H 2.88810 2.44840 -0.70121

Force components x, y, z for each atom (eV/Å):
Ru 0.70 -0.04 0.02
C 0.01 -0.02 -0.03
C 0.10 0.00 -0.01
C -0.05 0.01 -0.05
P 0.07 0.10 0.04
C -0.06 -0.04 -0.02
C -0.02 -0.01 0.01
C 0.03 -0.03 -0.02
C -0.08 0.04 0.01
C 0.04 0.01 0.00
C -0.02 0.00 -0.03
C 0.02 0.00 0.03
C -0.01 0.03 0.04
C 0.05 0.02 0.02
Si -0.10 0.11 -0.19
C 0.07 0.13 0.02
C 0.03 -0.13 0.02
C 0.00 0.05 -0.06
C -0.01 -0.01 0.09
C -0.03 0.07 -0.13
C -0.08 -0.27 0.26
P 0.18 0.20 -0.38
C 0.01 -0.05 0.13
C 0.05 0.07 -0.03
C 0.03 0.03 -0.03
C -0.09 0.03 0.21
C 0.04 0.07 0.03
C -0.01 -0.08 0.01
C 0.08 -0.01 0.05
C -0.03 -0.05 -0.02
C 0.01 -0.02 0.00
C 0.00 0.03 0.00
C -0.02 0.02 0.04
C -0.02 -0.03 0.01
P 0.15 0.03 -0.01
C -0.03 -0.02 0.01
C -0.01 -0.06 0.02
C 0.03 -0.04 -0.08
C -0.07 0.03 0.06
C 0.03 -0.02 -0.02
C 0.02 0.03 0.04
H -0.01 0.01 0.00
H 0.00 0.01 0.01
H -0.01 0.02 -0.01
H -0.03 0.01 0.05
H 0.01 0.00 0.01
H 0.00 -0.02 0.00
H 0.03 -0.02 0.01
H -0.02 -0.01 0.02
H -0.01 0.00 0.00
H 0.01 -0.01 0.02
H -0.03 -0.02 0.02
H 0.00 0.01 0.02
H 0.00 0.01 -0.01
H -0.02 0.01 0.01
H 0.00 -0.01 0.05
H -0.01 0.00 0.00
H 0.00 0.00 -0.01
H 0.01 0.01 0.00
H 0.00 0.03 -0.01
H 0.00 0.01 -0.01
H 0.00 0.00 -0.02
H 0.00 0.05 0.00
H 0.01 0.01 0.02
H -0.01 -0.01 0.07
H 0.00 -0.01 0.01
H 0.02 -0.03 -0.01
H 0.00 -0.01 0.01
H -0.01 -0.06 0.01
H 0.00 -0.01 -0.02
H -0.04 -0.08 -0.02
H -0.05 -0.02 -0.01
H 0.02 0.01 0.00
H 0.01 -0.03 -0.02
H 0.05 0.00 0.03
H 0.02 0.03 0.00
H -0.01 0.00 0.01
H 0.00 -0.01 -0.01
H -0.01 0.00 0.00
H 0.00 0.00 0.00
H 0.02 0.00 0.05
H -0.07 0.07 0.01
H -0.06 0.00 -0.02
H 0.01 0.02 -0.01
H 0.01 0.02 -0.02
H -0.03 0.03 -0.02
H 0.02 0.05 -0.03
H 0.00 -0.01 0.02
H 0.00 0.01 -0.03
H 0.03 0.00 -0.01
H 0.02 0.01 -0.02
H 0.00 0.00 -0.02
H -0.03 0.00 -0.02
H 0.00 -0.01 -0.01
H -0.04 -0.05 -0.01
N 0.13 0.12 0.08
C 0.04 -0.07 0.16
N -0.03 -0.24 -0.07
C -0.37 -0.15 0.06
C 0.02 0.00 -0.02
S 0.03 -0.04 -0.11
C -0.22 0.24 -0.28
C 0.04 -0.05 -0.03
S -0.03 -0.12 0.00
C 0.06 0.09 0.19
N -0.10 0.04 -0.07
N -0.06 0.04 -0.04
H -0.01 0.03 0.09
H -0.03 0.02 -0.03
H 0.00 0.04 0.00
H 0.00 0.01 0.03
H 0.00 -0.03 -0.01
H -0.02 -0.04 -0.01
C -0.30 -0.09 0.29
C 0.13 0.09 -0.06
C -0.11 0.04 -0.17
C -0.12 -0.07 -0.07
C 0.05 -0.03 0.01
C 0.01 0.05 0.00
C -0.03 -0.04 0.04
H 0.07 -0.01 -0.08
H 0.02 0.00 0.00
H 0.00 -0.01 0.00
H -0.01 0.01 0.01
H 0.00 -0.06 -0.06